Entry 1:
Formula: C5H6O2Tb
Source: the OMol25 dataset
Level of theory: ωB97M-V/def2-TZVPD

```
14
Properties=species:S:1:pos:R:3:forces:R:3
Tb 0.148657 0.788977 5.266786 -0.51 0.00 -0.55
O 0.325590 -1.303771 -2.958689 0.03 0.59 -0.32
O -1.586641 0.655541 3.163206 0.58 0.08 0.92
C -1.125811 -2.762881 0.236753 0.12 1.27 0.58
C -0.567701 -0.345970 1.230763 0.15 0.14 -0.27
C -0.893114 -1.678970 -2.700941 -0.28 -0.35 -0.35
C -1.718612 0.151268 2.068955 -0.15 -0.27 -0.68
C -0.853390 -1.641207 0.611091 -0.44 -1.57 -0.14
H 0.803205 -1.993072 -3.443545 -0.03 -0.26 0.38
H -0.417944 0.409910 0.438892 0.00 -0.07 0.20
H 0.349777 -0.378703 1.834186 -0.17 0.02 -0.14
H -1.419347 -3.764328 -0.025036 0.21 0.41 -0.13
H -1.400849 -0.744731 -2.363200 0.27 -0.02 0.33
H -2.726944 0.058839 1.619624 0.23 0.04 0.16
```
Positions in Å, forces in eV/Å.

Calculated values
Multiplicity   7
Highest occupied orbital energy (spin up / spin down)   -10.815 / -10.078 eV
Kohn-Sham gap (spin up / spin down)   6.72 / 6.41 eV
Charge   +1

Here is what Mulliken gives for the atomic charges, in e: Tb 0.59; O -0.32; O -0.31; C 0.01; C -0.36; C -0.19; C 0.27; C -0.39; H 0.39; H 0.29; H 0.17; H 0.37; H 0.12; H 0.39

***

Entry 2:
Formula: C28H44ClO25PS3
Source: the OMol25 dataset
Level of theory: ωB97M-V/def2-TZVPD

```
102
Properties=species:S:1:pos:R:3:forces:R:3
Cl -0.549043 -0.259058 -5.117290 0.53 -0.51 0.58
S -3.929109 -0.810992 -0.496356 1.31 7.78 2.38
S -0.316347 1.837297 -2.817259 -3.48 4.71 2.11
S 4.463153 0.551053 -4.417103 -0.42 -0.41 0.18
P 2.701418 -0.242226 -4.693324 0.67 0.92 -0.69
O -3.972550 -4.123907 -4.729737 -2.64 -0.65 -1.33
O 1.453083 -0.971722 7.558723 0.97 -0.26 0.66
O -3.028298 -0.386307 7.072061 0.61 -0.02 -2.33
O 4.061453 4.878739 0.952864 0.22 -0.89 -0.73
O 2.729443 4.066657 -0.672119 1.11 0.00 0.16
O 3.503300 -1.562787 8.382761 -2.59 0.20 0.29
O 0.048390 9.924397 0.118336 0.78 -0.68 0.37
O -5.470503 -1.325410 0.067690 1.68 1.32 -0.80
O 0.359006 7.695744 0.013831 0.64 0.72 0.23
O -1.660212 -0.930553 5.321015 -0.70 0.40 0.84
O 4.216828 -2.892097 2.539170 -0.25 -0.60 -1.01
O 1.609192 -1.819228 9.639987 0.76 0.08 -0.73
O 2.027450 9.027706 0.834780 -2.52 -0.38 -1.07
O -5.951610 -3.227215 -5.446180 0.91 -0.65 0.43
O -3.135182 -0.278842 0.750274 -2.62 -3.10 -3.85
O 1.295242 1.354236 -3.123483 -2.74 0.48 -0.46
O 3.279577 -3.978084 0.756975 1.91 0.33 1.65
O -5.640994 -5.455869 -5.550685 0.74 0.87 0.29
O 5.365764 -4.534834 1.511717 -1.07 0.33 -0.16
O -3.573273 0.191654 4.927125 0.50 -0.57 1.28
O -0.919752 0.253679 -2.594790 2.58 -0.22 -1.29
O -4.180270 0.427002 -1.402181 0.34 -5.11 2.10
O 4.914324 3.397867 -0.568205 -1.98 1.38 0.91
O -0.959530 2.770901 -3.870234 3.08 -4.58 2.30
O -0.672021 2.529601 -1.477812 2.59 -3.30 -3.86
C -0.033591 -0.680601 -3.365020 -0.08 0.04 -0.90
C 3.294956 -2.802874 -2.380612 1.36 -0.16 0.11
C -3.048455 -2.130106 -2.929719 -0.87 0.81 -0.72
C 6.258854 -3.902639 2.408843 1.16 -0.12 0.14
C 1.897750 4.762778 0.236627 -1.21 0.10 0.02
C 0.133932 -1.225573 8.003150 -1.13 0.16 -0.57
C 1.533459 -0.127099 -3.172560 -2.10 0.98 1.80
C -5.089678 -4.256967 -5.200909 1.84 0.07 0.68
C -7.029652 -3.761976 -6.191034 -0.88 0.55 -0.61
C 2.858286 5.622924 0.991949 -0.31 1.05 0.51
C 2.525550 1.012411 -0.881375 0.69 -0.71 0.58
C 5.348774 -3.171260 3.341489 0.31 0.42 1.11
C 0.286612 -1.339865 9.485249 -0.86 0.10 0.74
C -0.303858 -2.293261 -3.252180 -0.26 -0.41 0.02
C -2.909963 -2.170328 -1.294893 0.34 -1.69 -0.39
C 2.295225 -1.460093 8.515775 2.32 -0.17 -0.34
C 4.205397 -3.816020 1.534327 -1.63 -0.28 -1.33
C -1.029652 9.389637 -0.626518 -0.81 0.56 -0.59
C -2.776136 -0.376367 5.878746 -0.68 0.14 1.88
C 2.114217 -0.403047 -1.667463 0.80 0.05 1.20
C -2.835118 0.193851 3.719964 -0.32 0.54 -1.22
C 3.984094 4.056620 -0.134154 1.76 -1.17 -0.77
C -1.784494 -2.791943 -3.744865 -0.42 -1.25 0.46
C -1.848408 -0.910681 3.918468 0.57 -0.47 -1.03
C -1.005397 7.938158 -0.272099 -0.97 -0.79 -0.17
C -7.005397 -5.213455 -5.836615 -0.90 -0.76 -0.14
C 3.442975 -1.358183 -1.587960 0.07 -0.87 1.13
C 0.910322 8.894646 0.363607 2.31 0.50 0.99
H -3.293047 -3.196508 -0.826002 0.70 2.24 -1.09
H -0.432171 -2.036448 9.925434 0.26 0.06 0.00
H -1.958089 -2.713583 -4.921571 0.44 0.16 2.86
H -6.843897 -3.588339 -7.256129 0.01 -0.02 0.11
H 1.589097 1.630598 -0.533431 1.92 -1.19 -0.97
H -1.796124 -2.025914 -0.902391 -2.68 0.24 -0.65
H 2.541470 -2.751919 -3.273675 1.36 -0.25 1.80
H -1.970719 9.870971 -0.346608 0.27 0.04 0.03
H 3.057731 -3.702199 -1.632869 0.18 2.20 -1.71
H 1.145125 5.349295 -0.297425 0.22 -0.25 -0.01
H 6.908965 -3.226764 1.843293 -0.08 -0.05 0.04
H 2.094430 0.519741 -5.793735 -0.11 -1.05 1.23
H -3.491480 0.016561 2.863567 0.13 0.11 0.34
H 5.794364 -2.246568 3.718364 -0.26 -0.09 -0.10
H 2.721351 -1.616579 -5.125241 -0.45 0.69 0.32
H -5.945169 -0.445929 0.271146 1.13 -1.58 -0.57
H -7.348299 -5.848220 -6.658290 0.22 0.01 0.18
H -0.139559 -2.735644 -2.166670 0.00 1.25 -2.19
H 0.482545 -2.809872 -3.987271 -1.62 1.31 1.72
H -0.902699 -0.721852 3.403087 -0.11 -0.08 0.24
H 0.199983 -0.372240 9.990501 0.01 -0.07 -0.05
H -7.970719 -3.280641 -5.911125 0.28 0.05 0.03
H -0.843897 9.563274 -1.691613 0.00 -0.03 0.09
H 1.229529 -0.858885 -1.016695 1.84 0.65 -1.53
H -1.598898 7.715865 0.621008 0.07 0.03 -0.07
H 5.036638 -3.788046 4.190741 0.02 0.06 -0.09
H -1.829315 -3.963637 -3.518622 0.33 2.54 -0.51
H -3.182176 -1.017068 -3.340207 0.38 -2.28 1.37
H 3.024928 6.590049 0.506170 -0.06 -0.09 0.10
H 1.391515 4.036073 0.880773 0.04 0.01 -0.06
H 3.319789 1.646627 -1.484387 -1.94 -1.32 1.15
H -2.352268 1.169722 3.602366 -0.01 -0.09 0.02
H 6.877653 -4.641517 2.925376 -0.16 0.01 -0.22
H 2.541389 5.793559 2.024470 0.23 -0.04 -0.14
H 3.096770 0.656222 0.104157 -1.29 0.68 -2.07
H -4.066772 -2.678741 -3.216308 2.61 1.20 0.69
H 4.368184 -3.063327 -2.832560 -2.38 0.55 0.80
H -7.598898 -5.435747 -4.943508 0.07 0.03 -0.07
H -2.239294 -1.882882 3.600481 0.01 0.10 0.03
H -0.535939 -0.410612 7.715453 0.23 -0.21 -0.05
H 4.455284 -0.784716 -1.856973 -2.61 -1.16 0.22
H -0.220402 -2.155678 7.546369 0.01 0.12 0.04
H 3.571858 -1.647967 -0.436443 -0.43 0.72 -2.47
H -1.348299 7.303393 -1.093774 0.21 -0.01 0.18
```
Positions in Å, forces in eV/Å.

Calculated values
SMILES   CC[C@@H](C)[C@]1([PH2]=S)OS(=O)(=O)O[C@]1(Cl)CCCCS(=O)(=O)O.O=C1OCCO1.O=C1OCCO1.O=C1OCCO1.O=C1OCCO1.O=C1OCCO1.O=C1OCCO1
Highest occupied orbital energy   -8.676 eV
Kohn-Sham gap   8.42 eV
Charge   0

These are the Mulliken partial charges, in e, on atoms 1 to 99: Cl -0.09; S 1.05; S 1.14; S -0.37; P 0.20; O -0.47; O -0.31; O -0.56; O -0.34; O -0.23; O -0.57; O -0.34; O -0.52; O -0.14; O -0.28; O -0.26; O -0.31; O -0.53; O -0.29; O -0.52; O -0.28; O -0.55; O -0.31; O -0.31; O -0.34; O -0.08; O -0.62; O -0.57; O -0.63; O -0.56; C -0.02; C -0.58; C -0.38; C -0.32; C -0.12; C 0.03; C 0.25; C 0.58; C -0.31; C -0.22; C -1.11; C -0.33; C -0.27; C -0.36; C -0.56; C 0.62; C 0.66; C -0.37; C 0.66; C 0.80; C 0.00; C 0.63; C -0.97; C -0.26; C -0.36; C -0.33; C -0.29; C 0.57; H 0.48; H 0.28; H 0.33; H 0.28; H 0.13; H 0.20; H -0.08; H 0.30; H 0.23; H 0.22; H 0.27; H 0.14; H 0.08; H 0.29; H 0.15; H 0.39; H 0.29; H 0.25; H 0.29; H 0.32; H 0.26; H 0.28; H 0.27; H -0.01; H 0.27; H 0.29; H 0.33; H 0.30; H 0.21; H 0.18; H 0.22; H 0.19; H 0.28; H 0.31; H 0.34; H 0.26; H 0.25; H 0.27; H 0.24; H 0.05; H 0.32

***

- Number 1 is which compound?
  C5H6O2Tb

***

- What is the formula in the second record?
  C28H44ClO25PS3

***

- Look up the charge of the first one.
  +1

***

- Which of these has the lowest charge?
  C28H44ClO25PS3